Entry 1:
Computed, not measured: one molecule with the formula C4H12N2O, with the ωB97M-V functional and the def2-TZVPD basis.

Properties
- Frontier orbital gap: 10.12 eV
- Highest occupied orbital energy: -9.16 eV
- Multiplicity: 1
- Relative energy (zero: lowest compared OMol25 entry of this formula, charge and spin): 93.56 kJ/mol
- Lowest unoccupied orbital energy: 1.0 eV

Atoms and positions in Å:
N  0.3467  -0.3675  -1.8589
C  0.1874  -0.4625  -0.4079
C  1.3056  0.3408  0.2741
C  1.2328  0.3088  1.7820
O  1.2864  1.7143  -0.1023
C  -1.2188  -0.0538  0.0427
N  -2.2150  -0.9002  -0.6029
H  -0.3576  -0.9853  -2.2505
H  0.0106  0.5521  -2.1303
H  0.3401  -1.4888  -0.0981
H  2.2383  -0.0932  -0.0882
H  0.4240  0.9639  2.1084
H  2.1349  0.7246  2.2320
H  1.0596  -0.6866  2.1834
H  1.4292  1.7379  -1.0672
H  -1.2811  -0.0976  1.1315
H  -1.4019  0.9856  -0.2085
H  -2.4290  -1.7110  -0.0437
H  -3.0921  -0.4814  -0.8958

---

Entry 2:
Computed, not measured: C4H12N2O as an isolated structure in a non-equilibrium geometry, with the ωB97M-V functional and the def2-TZVPD basis.

Properties
- Frontier orbital gap: 6.66 eV
- Highest occupied orbital energy: -6.83 eV
- Multiplicity: 1
- Relative energy (zero: lowest compared OMol25 entry of this formula, charge and spin): 473.07 kJ/mol
- Lowest unoccupied orbital energy: -0.2 eV

Atoms and positions in Å:
C  2.0449  -0.5770  -0.9994
N  0.7672  -0.5426  -1.2863
N  2.7433  0.3398  -0.3330
H  0.3996  -1.2341  -1.9223
H  0.0034  -0.0157  -0.6918
H  2.2784  0.9233  0.3652
H  3.7481  0.2914  -0.3081
H  2.6585  -1.2247  -1.6232
H  0.8351  0.8998  0.9626
C  -1.3998  0.7116  0.0719
C  -2.4660  -0.3658  0.1982
C  -0.0780  0.2856  1.4491
O  -0.5533  0.5594  2.5575
H  0.2060  -0.7677  1.2031
H  -1.6780  1.6188  0.6036
H  -1.2883  1.0445  -0.9743
H  -2.1744  -1.2953  -0.3071
H  -3.4300  -0.0620  -0.2226
H  -2.6168  -0.5892  1.2569

---

Entry 3:
Computed, not measured: C4H12N2O as an isolated structure in a non-equilibrium geometry, with the ωB97M-V functional and the def2-TZVPD basis.

Properties
- Frontier orbital gap: 7.34 eV
- Highest occupied orbital energy: -7.47 eV
- Multiplicity: 1
- Relative energy (zero: lowest compared OMol25 entry of this formula, charge and spin): 398.68 kJ/mol
- Lowest unoccupied orbital energy: -0.1 eV

Atoms and positions in Å:
C  1.6984  -1.0004  0.5952
C  -1.0855  -0.0168  0.4620
C  -1.8794  -1.2821  0.1808
N  2.3064  0.1217  0.6650
H  2.8468  0.3128  1.5004
H  1.5547  1.1196  0.1080
H  1.8336  -1.7957  1.3252
H  1.1952  -1.2456  -0.3275
H  -1.7299  0.8087  0.7619
H  -0.4126  -0.1456  1.3122
H  -2.6072  -1.0865  -0.6028
H  -1.2259  -2.0871  -0.1675
H  -2.4096  -1.6323  1.0714
N  0.7097  1.7204  -0.6809
C  -0.6048  0.6289  -1.0994
O  -1.5093  1.1863  -1.7118
H  0.2658  2.5103  -0.2241
H  1.0711  2.0552  -1.5682
H  -0.0175  -0.1718  -1.5997

---

Entry 4:
Computed, not measured: a 3-piece molecular cluster, C4H12N2O overall in a non-equilibrium geometry, with the ωB97M-V functional and the def2-TZVPD basis.

Properties
- Frontier orbital gap: 3.92 eV
- Highest occupied orbital energy: -8.20 eV
- Multiplicity: 1
- Relative energy (zero: lowest compared OMol25 entry of this formula, charge and spin): 820.79 kJ/mol
- Lowest unoccupied orbital energy: -4.3 eV

Atoms and positions in Å:
C  0.9919  -0.8741  0.3521
C  -0.1874  -0.8283  -0.6237
C  -1.3954  -0.3463  0.1198
C  -2.1344  0.7006  -0.4680
N  -1.7173  -0.8059  1.2886
N  2.2512  -0.7921  -0.3799
H  0.9242  0.0349  0.9517
H  1.0075  -1.7874  0.9530
H  -0.4017  -1.8126  -1.0564
H  0.0757  -0.0775  -1.3590
H  -2.9401  1.1923  0.0600
H  -2.0398  0.9438  -1.5234
H  -2.4566  -0.2262  1.6973
H  0.1333  2.7262  2.6451
H  2.0929  -1.2053  -1.3028
H  -0.1967  3.1537  3.1675
H  2.3484  0.2277  -0.5356
H  0.9115  2.4560  -0.5136
O  1.5665  1.7760  -0.7603

---

Entry 5:
Computed, not measured: a 2-piece molecular cluster, C4H12N2O overall in a non-equilibrium geometry, with the ωB97M-V functional and the def2-TZVPD basis.

Properties
- Frontier orbital gap: 9.25 eV
- Highest occupied orbital energy: -8.69 eV
- Multiplicity: 1
- Relative energy (zero: lowest compared OMol25 entry of this formula, charge and spin): 171.59 kJ/mol
- Lowest unoccupied orbital energy: 0.6 eV

Atoms and positions in Å:
C  0.6615  1.3795  0.0136
C  -0.6381  0.6541  0.4002
C  -1.3393  0.0420  -0.7886
C  -0.9352  -1.1292  -1.2634
N  -2.2484  0.8785  -1.4735
N  0.4823  2.1562  -1.1997
H  1.4399  0.6128  -0.0291
H  0.9235  2.0727  0.8044
H  -0.3677  -0.1737  1.0643
H  -1.2647  1.2780  1.0325
H  -1.4422  -1.6904  -2.0435
H  -0.3514  -1.7972  -0.6316
H  -2.1844  1.8227  -1.1187
H  -3.2193  0.5850  -1.4282
H  0.1546  1.5448  -1.9504
H  1.3532  2.4699  -1.6147
H  3.5422  -3.0175  3.5370
H  2.4586  -3.9163  2.9455
O  2.9752  -3.7721  3.7439

---

Entry 6:
Computed, not measured: one molecule with the formula C4H12N2O in a non-equilibrium geometry, with the ωB97M-V functional and the def2-TZVPD basis.

Properties
- Frontier orbital gap: 9.55 eV
- Highest occupied orbital energy: -8.51 eV
- Multiplicity: 1
- Relative energy (zero: lowest compared OMol25 entry of this formula, charge and spin): 194.34 kJ/mol
- Lowest unoccupied orbital energy: 1.0 eV

Atoms and positions in Å:
C  -0.4030  -0.0566  -0.9001
C  -0.8358  1.2031  -0.0628
C  -1.6119  0.9258  1.1794
O  -3.0008  0.5881  0.9287
N  1.0317  -0.0311  -1.1162
C  1.8662  -0.5597  -0.0792
N  1.7756  -1.9964  0.0874
H  -0.8790  -0.0893  -1.8665
H  -0.5783  -0.9139  -0.2203
H  0.0884  1.6695  0.3020
H  -1.2326  1.9429  -0.7647
H  -1.1828  0.1196  1.7691
H  -1.7557  1.8194  1.8006
H  -3.3286  0.8755  0.0487
H  1.3651  -0.0754  -2.0582
H  1.6572  -0.1104  0.8915
H  2.9120  -0.3346  -0.3452
H  1.8303  -2.4394  0.9942
H  2.2819  -2.5371  -0.5884

---

Entry 7:
Computed, not measured: a 2-piece molecular cluster, C4H12N2O overall in a non-equilibrium geometry, with the ωB97M-V functional and the def2-TZVPD basis.

Properties
- Frontier orbital gap: 9.77 eV
- Highest occupied orbital energy: -9.11 eV
- Multiplicity: 1
- Relative energy (zero: lowest compared OMol25 entry of this formula, charge and spin): 264.41 kJ/mol
- Lowest unoccupied orbital energy: 0.7 eV

Atoms and positions in Å:
C  -0.4549  1.0812  -0.3499
C  1.0581  1.0035  -0.0372
C  1.6333  -0.3637  -0.2745
C  2.5396  -0.9797  0.6818
H  -0.7862  0.0190  1.3411
H  -2.1739  0.4298  0.4833
H  -0.6589  0.4858  -1.2395
H  -0.5891  2.1470  -0.6212
H  1.6360  1.7555  -0.5909
H  1.1609  1.2740  1.0539
H  0.9751  -1.0835  -0.8248
H  2.7911  -0.3604  1.5402
H  2.5224  -2.0848  0.8217
H  2.9832  -1.1188  -1.2981
H  -4.3056  -1.4892  0.0257
H  -5.4079  -0.4760  0.4886
N  -1.2562  0.6824  0.8018
N  3.0078  -0.3923  -0.6048
O  -4.8830  -0.7472  -0.3351

---

Entry 8:
Computed, not measured: a 2-piece molecular cluster, C4H12N2O overall in a non-equilibrium geometry, with the ωB97M-V functional and the def2-TZVPD basis.

Properties
- Frontier orbital gap: 10.32 eV
- Highest occupied orbital energy: -9.27 eV
- Multiplicity: 1
- Relative energy (zero: lowest compared OMol25 entry of this formula, charge and spin): 161.96 kJ/mol
- Lowest unoccupied orbital energy: 1.0 eV

Atoms and positions in Å:
O  0.8900  -0.7462  2.4217
C  1.0400  0.4600  2.4394
C  2.1191  1.1954  1.6566
H  0.3045  1.0907  3.0163
H  2.9607  0.5476  1.4039
H  2.5317  2.0540  2.2330
H  1.6014  1.5097  0.7532
C  -0.4230  -0.6334  -1.7056
C  -1.4191  -0.1786  -0.6695
N  -2.6353  0.3155  -1.3005
N  0.8465  -1.0671  -1.0731
H  -0.8807  -1.4307  -2.3546
H  -0.1584  0.2617  -2.3461
H  -1.5700  -0.9936  0.0729
H  -0.9700  0.6536  -0.0711
H  -3.2612  0.6975  -0.5712
H  -3.1500  -0.4581  -1.7521
H  0.6540  -1.8397  -0.4426
H  1.5197  -1.4384  -1.7103

---

Entry 9:
Computed, not measured: a 3-piece molecular cluster, C4H12N2O overall in a non-equilibrium geometry, with the ωB97M-V functional and the def2-TZVPD basis.

Properties
- Frontier orbital gap: 8.37 eV
- Highest occupied orbital energy: -7.41 eV
- Multiplicity: 1
- Relative energy (zero: lowest compared OMol25 entry of this formula, charge and spin): 499.40 kJ/mol
- Lowest unoccupied orbital energy: 1.0 eV

Atoms and positions in Å:
C  1.7616  0.0968  1.6728
C  1.1365  0.7656  -0.6549
N  1.2745  -1.0565  2.0191
H  1.9119  -1.8265  1.8277
H  -0.2054  -1.2065  1.4014
H  2.7997  0.2503  1.3875
H  1.1746  0.9800  1.8969
H  1.8456  1.4880  -0.2496
H  1.6170  0.1948  -1.4509
H  0.4397  1.4926  -1.0801
C  -2.2729  0.4642  -1.3946
C  -0.4151  -0.7459  -0.5363
O  -1.1550  -0.3974  -1.6050
N  -0.9757  -0.8996  0.6768
H  -1.5640  -0.1379  0.9904
H  0.2963  -1.5167  -0.8065
H  -3.0498  -0.0393  -0.8120
H  -2.6493  0.7051  -2.3852
H  -1.9700  1.3889  -0.8975

---

Entry 10:
Computed, not measured: one molecule with the formula C4H12N2O in a non-equilibrium geometry, with the ωB97M-V functional and the def2-TZVPD basis.

Properties
- Frontier orbital gap: 9.84 eV
- Highest occupied orbital energy: -9.00 eV
- Multiplicity: 1
- Relative energy (zero: lowest compared OMol25 entry of this formula, charge and spin): 142.97 kJ/mol
- Lowest unoccupied orbital energy: 0.8 eV

Atoms and positions in Å:
C  -1.4206  0.7359  -0.5659
O  -1.5282  1.8314  -1.4512
C  0.0076  0.1821  -0.6934
C  0.2446  -1.2891  -0.3462
C  0.2381  -1.6094  1.1557
N  1.4765  -1.2353  1.7955
N  0.9430  1.1118  -0.0237
H  -2.1610  -0.0624  -0.6475
H  -1.5153  1.1138  0.4556
H  0.1263  0.3164  -1.7867
H  -0.4603  -1.8885  -0.8534
H  1.2721  -1.4238  -0.7122
H  -0.6530  -1.1369  1.5837
H  0.1306  -2.6916  1.2499
H  1.3864  -1.0914  2.7970
H  1.7456  -0.2891  1.5310
H  -2.0406  2.5358  -1.0332
H  1.8798  0.8792  -0.3314
H  0.7407  2.0205  -0.4242

---

Entry 11:
Computed, not measured: one molecule with the formula C4H12N2O in a non-equilibrium geometry, with the ωB97M-V functional and the def2-TZVPD basis.

Properties
- Frontier orbital gap: 9.75 eV
- Highest occupied orbital energy: -8.89 eV
- Multiplicity: 1
- Relative energy (zero: lowest compared OMol25 entry of this formula, charge and spin): 135.89 kJ/mol
- Lowest unoccupied orbital energy: 0.9 eV

Atoms and positions in Å:
C  -1.5592  0.1062  0.9750
O  -2.4154  -0.9761  1.3611
C  -0.3159  -0.3245  0.2148
C  0.5464  0.9433  -0.0658
C  1.7443  0.6062  -0.9529
N  1.5314  1.0549  -2.3303
N  0.5051  -1.3078  0.9375
H  -2.1567  0.7658  0.3353
H  -1.3027  0.6553  1.8783
H  -0.5277  -0.7253  -0.7759
H  0.8702  1.3742  0.8842
H  -0.1018  1.6891  -0.5280
H  1.9510  -0.4607  -0.8580
H  2.6852  1.0411  -0.6001
H  2.2551  0.7483  -2.9649
H  0.5945  0.8637  -2.6274
H  -2.3602  -1.6713  0.7006
H  -0.1323  -2.0308  1.2413
H  0.7700  -0.9482  1.8501

---

Entry 12:
Computed, not measured: C4H12N2O as an isolated structure in a non-equilibrium geometry, with the ωB97M-V functional and the def2-TZVPD basis.

Properties
- Frontier orbital gap: 7.58 eV
- Highest occupied orbital energy: -6.84 eV
- Multiplicity: 1
- Relative energy (zero: lowest compared OMol25 entry of this formula, charge and spin): 334.61 kJ/mol
- Lowest unoccupied orbital energy: 0.7 eV

Atoms and positions in Å:
C  -0.2039  1.1895  0.1136
C  -0.4589  -0.0817  0.7010
C  0.6717  -1.4682  -1.5899
C  0.4970  -0.5788  1.7703
N  0.9810  1.2991  -0.5297
N  -1.1763  2.1309  -0.0205
O  -1.8233  -0.2209  1.0926
H  -2.0935  -1.1379  0.9812
H  -0.0177  -0.8482  -0.4253
H  1.0876  2.0992  -1.1395
H  1.2052  0.3558  -0.9835
H  -1.2080  2.7085  -0.8464
H  -2.0636  1.8892  0.3954
H  0.5095  -2.5105  -1.3079
H  0.1411  -1.2841  -2.5260
H  1.7441  -1.3936  -1.7870
H  1.5258  -0.3291  1.5142
H  0.4292  -1.6663  1.8406
H  0.2529  -0.1531  2.7468

---

Entry 13:
Computed, not measured: a 2-piece molecular cluster, C4H12N2O2 overall in a non-equilibrium geometry, with the ωB97M-V functional and the def2-TZVPD basis.

Properties
- Charge: -1
- Frontier orbital gap (alpha / beta): 2.77 / 9.11 eV
- Highest occupied orbital energy (alpha / beta): 0.94 / -5.52 eV
- Expectation value of S²: 0.7505
- Multiplicity: 2
- Relative energy (zero: lowest compared OMol25 entry of this formula, charge and spin): 119.10 kJ/mol
- Lowest unoccupied orbital energy (alpha / beta): 3.7 / 3.6 eV

Atoms and positions in Å:
C  1.3757  -1.1479  0.7766
C  1.9395  -0.4060  -0.3889
N  1.3327  0.8005  -0.6917
C  0.5701  1.6156  0.2109
C  -0.9649  1.5241  0.0293
N  -1.7136  1.1394  1.2058
O  2.7881  -0.8248  -1.1671
H  1.9550  -2.0536  0.8985
H  1.3571  -0.6499  1.7281
H  0.3558  -1.4033  0.4841
H  1.7685  1.2597  -1.4677
H  0.7925  1.3005  1.2325
H  0.9431  2.6272  0.1673
H  -1.3833  2.4809  -0.2970
H  -1.1643  0.8485  -0.7999
H  -1.6533  0.1515  1.4163
H  -1.5107  1.7272  1.9959
H  -4.7015  -1.9375  -0.3261
H  -3.2711  -1.4763  -0.3069
O  -3.7995  -2.2918  -0.3543